(1)
Below is a gas-phase ion, C18H24NO3 (charge +1), with properties calculated with ωB97M-V with the def2-TZVPD basis set.

Summary:
Calculated total energy, hartree: -980.5417
Frontier orbital gap, Ha: 0.347
Net charge: +1
Relative energy (zero: lowest compared OMol25 entry of this formula, charge and spin), eV: 0.3301

Element x y z (Å)
C  3.7339  1.7913  -0.9936
H  3.5573  1.7077  -2.0616
C  2.4503  1.5138  -0.2254
C  1.3323  2.4780  -0.6575
N  0.2396  2.3934  0.3302
H  -0.1748  1.4223  0.3119
C  -0.8829  3.3458  0.1559
H  -0.8489  3.7402  -0.8609
C  -2.1944  2.5764  0.3220
H  -2.2777  2.1538  1.3297
H  -3.0466  3.2444  0.1507
O  -2.1658  1.5535  -0.6594
C  -2.7191  0.3243  -0.3130
C  -3.9357  -0.0665  -0.8409
C  -4.4321  -1.3306  -0.5705
C  -3.7060  -2.1985  0.2231
C  -2.4857  -1.8177  0.7582
C  -1.9884  -0.5514  0.5027
O  -0.7987  -0.0448  0.9989
C  0.1290  -0.9319  1.6050
C  0.7563  -1.9174  0.6475
C  1.4706  -2.9925  1.1626
C  2.0828  -3.8947  0.3127
C  1.9841  -3.7342  -1.0602
C  1.2711  -2.6680  -1.5778
C  0.6620  -1.7593  -0.7281
H  0.0951  -0.9405  -1.1501
H  1.1836  -2.5397  -2.6458
H  2.4574  -4.4413  -1.7231
H  2.6332  -4.7273  0.7223
H  1.5437  -3.1196  2.2328
H  0.9029  -0.2726  2.0173
H  -0.3396  -1.4563  2.4448
H  -1.9277  -2.5190  1.3566
H  -4.0824  -3.1878  0.4293
H  -5.3794  -1.6350  -0.9850
H  -4.4723  0.6223  -1.4737
H  -0.8126  4.1703  0.8642
H  0.6928  2.4812  1.2502
H  0.9576  2.2206  -1.6480
H  1.7187  3.5001  -0.6664
O  2.5973  1.7083  1.1746
H  3.4886  1.4601  1.4406
H  2.1299  0.4755  -0.4079
H  4.5012  1.0709  -0.7202
H  4.0994  2.7922  -0.7751



(2)
Below is a gas-phase ion, C3H5N2OS (charge +1) at a distorted geometry, with properties calculated with ωB97M-V with the def2-TZVPD basis set.

Summary:
Calculated total energy, hartree: -699.7997
Frontier orbital gap (spin up / spin down), Ha: 0.199 / 0.199
Net charge: +1
Relative energy (zero: lowest compared OMol25 entry of this formula, charge and spin), eV: 4.7762

Element x y z (Å)
C  -2.0796  -0.2284  1.7440
C  -0.0011  0.1773  0.5171
C  -1.0431  -0.2974  -1.6735
N  -0.8776  -0.5905  1.4449
N  1.3360  0.1573  0.8209
O  -0.2770  0.1598  -0.7565
S  -3.4670  0.0535  2.3453
H  -1.0192  0.0735  -2.7070
H  -1.9544  -0.8610  -1.4386
H  -0.2625  -1.1326  2.1378
H  1.7262  -0.0013  -0.1819
H  1.7453  0.9430  1.3375



(3)
Below is 2 unconnected molecules or ions with the total composition CBrF2NO2 at a distorted geometry, with properties calculated with ωB97M-V with the def2-TZVPD basis set.

Summary:
Calculated total energy, hartree: -3016.8643
Frontier orbital gap (spin up / spin down), Ha: 0.344 / 0.220
Relative energy (zero: lowest compared OMol25 entry of this formula, charge and spin), eV: 2.9911

Element x y z (Å)
C  0.3083  0.6340  -0.0157
N  0.7514  -0.6795  0.0224
O  1.0030  -1.1887  1.1108
O  0.7872  -1.2410  -1.0547
F  0.1044  1.3047  -1.1574
F  0.1327  1.3680  1.0658
Br  -3.0870  -0.1976  0.0288



(4)
Below is 10 unconnected molecules or ions with the total composition C62H138N6O14 at a distorted geometry, with properties calculated with ωB97M-V with the def2-TZVPD basis set.

Summary:
Spin multiplicity: 2
Calculated total energy, hartree: -3826.0682
Frontier orbital gap (spin up / spin down), Ha: 0.291 / 0.143
Net charge: +1

Element x y z (Å)
C  6.3815  -3.1249  2.0485
C  4.8775  -3.4971  2.3940
C  4.1073  -2.1776  2.5469
C  2.6005  -2.2939  2.4662
C  2.4148  -2.9763  1.1892
C  2.9018  -4.4471  1.0428
N  4.4031  -4.3396  1.2806
O  4.9801  -5.5934  1.2282
C  2.1938  -5.4051  2.0002
C  2.7371  -4.8622  -0.3604
C  4.6944  -4.0335  3.7950
H  6.6716  -2.3667  2.7759
H  6.4736  -2.5440  1.1308
H  7.0419  -3.9777  1.8912
H  4.0573  -1.6501  3.4994
H  4.4887  -1.4855  1.7961
H  2.2584  -1.2644  2.3602
H  2.0754  -2.7391  3.3113
H  2.7956  -2.5642  0.2547
H  1.3480  -2.8157  1.0333
H  1.8147  -5.0314  2.9514
H  1.2305  -5.7218  1.6005
H  2.7355  -6.3128  2.2662
H  3.3128  -4.1835  -0.9897
H  2.9921  -5.9215  -0.3914
H  1.6636  -4.8720  -0.5492
H  3.6583  -4.2393  4.0638
H  5.1062  -3.4121  4.5902
H  5.2418  -4.9760  3.8021
H  4.3697  -5.9830  1.8584
C  -4.4343  5.1510  -0.8189
C  -3.4156  6.2388  -0.4945
C  -3.5350  7.3192  -1.6558
C  -2.8035  8.5847  -1.3279
C  -3.3902  9.2536  -0.1685
C  -3.4072  8.3113  1.0850
N  -3.9037  6.9222  0.6854
O  -3.9900  6.0329  1.8133
C  -2.0187  8.2111  1.6623
C  -4.2977  9.0947  2.0445
C  -2.0324  5.5712  -0.3114
H  -4.1249  4.4633  -1.6060
H  -5.4172  5.5095  -1.1246
H  -4.6021  4.4490  -0.0020
H  -3.0321  6.8703  -2.5123
H  -4.5966  7.4638  -1.8564
H  -2.6929  9.2020  -2.2194
H  -1.7793  8.2588  -1.1464
H  -4.3538  9.6347  -0.5068
H  -2.6952  10.0802  -0.0209
H  -1.8119  7.5314  2.4890
H  -1.1850  7.8072  1.0879
H  -1.6924  9.1888  2.0169
H  -3.8328  9.9945  2.4473
H  -5.2570  9.4633  1.6811
H  -4.6108  8.4375  2.8558
H  -1.2134  6.2373  -0.5830
H  -1.8127  4.7097  -0.9420
H  -1.7956  5.2151  0.6912
H  -4.9396  6.0372  1.9537
C  0.2235  0.8667  3.0423
C  0.2672  1.9397  1.9855
C  1.1705  1.3334  0.7993
C  0.4540  0.2259  0.0258
C  -0.9384  0.5119  -0.4553
C  -1.8062  1.0496  0.6998
N  -1.0412  2.1611  1.4075
O  -1.7627  3.1041  2.1040
C  -3.0354  1.5772  -0.0643
C  -2.2912  -0.0066  1.6770
C  0.9656  3.2501  2.3945
H  -0.6707  0.9857  3.6541
H  1.0449  1.0528  3.7342
H  0.1895  -0.1506  2.6523
H  1.5061  2.1943  0.2211
H  2.0103  0.8434  1.2918
H  0.5707  -0.6503  0.6635
H  1.0821  0.1177  -0.8585
H  -1.2096  -0.4633  -0.8597
H  -0.8644  1.2356  -1.2671
H  -3.7856  2.0674  0.5563
H  -2.5429  2.3163  -0.6962
H  -3.3487  0.9404  -0.8916
H  -2.6336  0.4382  2.6113
H  -3.1179  -0.4321  1.1081
H  -1.6876  -0.8856  1.9030
H  2.0321  3.2264  2.6182
H  0.3756  3.7768  3.1446
H  1.0006  3.7561  1.4297
H  -1.2740  3.9020  1.8892
C  0.7675  -2.6533  -4.0941
C  0.3995  -2.5523  -5.6310
C  -0.9575  -3.3167  -6.0529
C  -2.2273  -2.6067  -5.4424
C  -2.2444  -1.2208  -6.0261
C  -0.9598  -0.2972  -5.7970
N  0.2472  -1.1441  -6.0978
O  1.4082  -0.3658  -6.1376
C  -0.9705  0.8132  -6.9398
C  -0.9440  0.3656  -4.3586
C  1.5483  -3.1006  -6.5464
H  0.7880  -3.6911  -3.7613
H  -0.0137  -2.2323  -3.4612
H  1.7153  -2.1241  -3.9948
H  -1.0615  -3.3773  -7.1362
H  -0.9471  -4.3869  -5.8464
H  -2.2805  -2.5305  -4.3564
H  -3.1450  -3.1275  -5.7158
H  -3.1157  -0.6890  -5.6438
H  -2.3652  -1.3099  -7.1057
H  -1.6276  1.6827  -6.9220
H  -0.0898  1.4551  -6.9548
H  -1.1199  0.4258  -7.9476
H  -0.1052  0.9435  -3.9706
H  -1.7989  1.0382  -4.4267
H  -1.1400  -0.4072  -3.6153
H  1.7072  -4.1789  -6.5438
H  2.4843  -2.7262  -6.1318
H  1.6606  -2.5419  -7.4756
H  1.3829  -0.0462  -5.2327
C  -1.0150  -8.5570  -2.3099
C  -1.6859  -7.7229  -1.1463
C  -1.0676  -7.7683  0.2012
C  -1.5636  -6.8536  1.3843
C  -1.7643  -5.4042  0.8903
C  -2.4437  -5.3017  -0.5573
N  -1.8839  -6.3514  -1.5877
O  -2.5893  -6.2488  -2.8025
C  -3.9877  -5.3442  -0.4496
C  -1.9751  -3.9622  -1.1431
C  -3.0455  -8.4128  -0.7676
H  -0.2177  -7.9246  -2.7007
H  -1.8030  -8.7830  -3.0282
H  -0.7548  -9.5775  -2.0290
H  -1.0084  -8.8000  0.5479
H  -0.0044  -7.5953  0.0352
H  -0.9528  -6.8412  2.2870
H  -2.4551  -7.2683  1.8549
H  -0.9348  -4.6972  0.9040
H  -2.4881  -5.0394  1.6190
H  -4.3227  -6.1913  0.1489
H  -4.3919  -4.4743  0.0681
H  -4.3918  -5.3920  -1.4608
H  -0.9485  -4.0446  -1.5001
H  -2.4238  -3.6178  -2.0749
H  -2.0402  -3.1726  -0.3946
H  -3.6081  -8.4571  -1.7001
H  -3.6911  -7.9520  -0.0199
H  -3.0363  -9.4685  -0.4963
H  -1.9044  -5.9558  -3.4082
C  8.4490  1.1923  -1.3376
C  6.9935  0.9142  -1.9466
C  6.5388  -0.3984  -1.0661
C  4.9920  -0.6694  -1.0788
C  4.3232  0.6631  -0.5732
C  4.5835  1.9237  -1.5061
N  6.0534  2.0591  -1.7482
O  6.3066  3.1027  -2.6993
C  3.6184  1.7054  -2.7377
C  4.1236  3.1600  -0.7462
C  7.1553  0.4443  -3.4114
H  8.4284  1.6521  -0.3495
H  8.9717  1.9830  -1.8758
H  9.1043  0.3348  -1.4908
H  7.1132  -1.1625  -1.5899
H  6.9140  -0.4511  -0.0440
H  4.7166  -1.5251  -0.4624
H  4.6019  -0.8559  -2.0794
H  4.5827  0.7033  0.4847
H  3.2727  0.4062  -0.7097
H  3.7393  0.7850  -3.3089
H  2.5486  1.8944  -2.6485
H  4.0079  2.4365  -3.4461
H  3.1017  3.2528  -0.3786
H  4.6920  3.3579  0.1626
H  4.2859  4.0177  -1.3989
H  6.1830  0.4288  -3.9039
H  7.5747  -0.5256  -3.6787
H  7.5714  1.2682  -3.9911
H  7.1213  3.5153  -2.4032
C  -6.1963  -2.5503  -1.6611
C  -6.3965  -1.5332  -0.4827
O  -5.3588  -0.5859  -0.5144
O  -6.3651  -1.8904  -2.8589
H  -6.7806  -3.4657  -1.5677
H  -5.1615  -2.8924  -1.6784
H  -6.3405  -2.0122  0.4948
H  -7.3779  -1.1271  -0.7277
H  -5.3881  -0.5101  -1.4709
H  -6.3302  -2.6236  -3.4776
C  4.0357  4.9733  4.8421
C  5.5987  5.2190  5.1344
O  5.9954  4.2129  6.0296
O  3.6649  3.6683  4.8430
H  3.8351  5.3531  3.8402
H  3.3259  5.4258  5.5346
H  5.7926  6.1645  5.6409
H  6.2499  5.1658  4.2619
H  6.9523  4.2711  6.0795
H  3.8545  3.1192  5.6073
C  -2.1053  1.8630  6.3164
C  -1.5051  1.4573  7.6819
O  -0.1537  1.0411  7.5151
O  -1.1806  2.7351  5.5550
H  -3.0256  2.4419  6.3942
H  -2.2939  0.9078  5.8264
H  -1.8883  0.6817  8.3451
H  -1.3486  2.4433  8.1193
H  0.2263  1.5703  6.8100
H  -1.4460  2.5825  4.6451
C  -5.6762  1.3890  4.5860
C  -5.9405  1.5286  3.0905
O  -7.4379  1.5265  2.9889
O  -5.5616  0.0336  4.8806
H  -6.5121  1.8511  5.1111
H  -4.8080  1.9679  4.9011
H  -5.5773  0.7069  2.4733
H  -5.5975  2.5175  2.7864
H  -7.6455  1.5754  2.0529
H  -6.2331  -0.4505  4.3945



(5)
Below is C4H7N3 in the gas phase at a distorted geometry, with properties calculated with ωB97M-V with the def2-TZVPD basis set.

Summary:
Calculated total energy, hartree: -320.7796
Frontier orbital gap, Ha: 0.354
Relative energy (zero: lowest compared OMol25 entry of this formula, charge and spin), eV: 2.8221

Element x y z (Å)
C  0.0839  1.3925  -0.0132
C  -1.1199  -0.8306  0.3868
C  -2.4237  -0.3582  -0.1086
C  2.1779  -0.6026  -0.3761
H  -0.9102  1.9100  0.0635
H  0.7198  1.6056  0.9231
H  0.6629  1.7263  -0.8779
H  -1.1163  -0.8011  1.5682
H  -0.9836  -1.9059  0.0166
H  3.0199  -1.2293  -0.4561
H  2.4428  0.4593  -0.2686
N  -0.0016  -0.1122  -0.1489
N  -3.5471  -0.2716  -0.5358
N  0.9952  -0.9823  -0.1730



(6)
Below is a molecular structure, C68H63N5O5PbS4Sb, with properties calculated with ωB97M-V with the def2-TZVPD basis set.

Summary:
Spin multiplicity: 2
Calculated total energy, hartree: -5304.7276
Frontier orbital gap (spin up / spin down), Ha: 0.165 / 0.165
Net charge: -2
Relative energy (zero: lowest compared OMol25 entry of this formula, charge and spin), eV: 4.2872

Element x y z (Å)
Pb  0.1904  0.1291  0.1281
S  2.6591  0.2158  1.7023
C  3.8073  0.8941  0.7371
N  4.9012  1.4648  1.2656
C  6.0259  1.8423  0.4185
C  5.4976  2.4877  -0.8245
N  4.6026  1.5566  -1.4961
C  4.6455  1.5574  -2.9764
C  3.9042  2.6686  -3.6954
C  2.9329  2.2836  -4.5655
C  1.5108  4.4002  -4.9427
C  2.4375  5.4454  -4.3787
C  3.6544  5.2035  -3.8072
C  4.3542  4.0037  -3.4789
C  3.7077  0.8494  -0.8062
S  2.5653  -0.1089  -1.5175
C  5.1180  1.4683  2.7129
C  4.4119  2.6004  3.4280
C  3.3607  2.3496  4.3024
C  2.7401  3.3942  4.9744
C  3.1693  4.6989  4.7800
C  4.2151  4.9585  3.9042
C  4.8295  3.9133  3.2322
H  6.6188  0.9551  0.1648
H  6.6596  2.5330  0.9706
H  6.3100  2.7299  -1.5046
H  4.9609  3.4112  -0.5931
H  4.2939  0.5865  -3.3107
H  5.7086  1.6453  -3.2189
H  2.5495  1.2673  -4.5497
H  0.9438  4.8686  -5.7670
H  2.1548  6.4841  -4.5242
H  4.2015  6.1067  -3.5312
H  5.3129  4.1362  -2.9809
H  6.1946  1.5617  2.8628
H  4.7994  0.5097  3.1220
H  3.0106  1.3330  4.4324
H  1.9042  3.1876  5.6318
H  2.6751  5.5149  5.2931
H  4.5426  5.9766  3.7328
H  5.6379  4.1234  2.5382
C  -3.6937  -1.8913  4.4872
C  -4.2180  -0.6151  5.1415
C  -5.6799  -0.4245  4.7108
C  -4.1521  -0.7949  6.6649
C  -3.4093  0.6178  4.7289
C  -3.7314  1.8627  5.3030
C  -3.0647  3.0204  4.9593
C  -2.0476  2.9406  4.0116
S  -1.0554  4.1922  3.3515
C  -0.2551  2.9906  2.3332
N  -0.6816  1.7819  2.4864
C  -1.7074  1.7192  3.4267
C  -2.3930  0.5564  3.7899
C  0.7550  3.4227  1.3501
C  1.4193  4.6349  1.5802
C  2.3546  5.1010  0.6749
C  2.5836  4.3654  -0.4815
C  1.9033  3.1701  -0.6922
C  0.9843  2.6209  0.2176
H  -4.2796  -2.7465  4.8364
H  -2.6438  -2.0719  4.7297
H  -3.7870  -1.8461  3.4022
H  -6.2777  -1.2949  4.9995
H  -5.7456  -0.3090  3.6262
H  -6.1220  0.4615  5.1730
H  -4.7191  -1.6825  6.9623
H  -4.5690  0.0631  7.1965
H  -3.1172  -0.9237  6.9913
H  -4.5345  1.9251  6.0286
H  -3.3356  3.9684  5.4088
H  -2.1076  -0.3611  3.2932
H  1.2212  5.2078  2.4805
H  2.8771  6.0336  0.8552
H  3.2559  4.7301  -1.2552
H  2.0740  2.6806  -1.6488
O  -0.7156  -1.7117  -1.4665
N  -0.9031  -2.9975  -1.2938
C  -2.0169  -3.5374  -1.8477
C  -2.3314  -4.8652  -1.7306
C  -1.4605  -5.6831  -1.0055
C  -0.3355  -5.1326  -0.4438
C  -0.0059  -3.7606  -0.5600
S  1.3644  -3.0503  0.1431
H  -2.6353  -2.8101  -2.3559
H  -3.2470  -5.2333  -2.1728
H  -1.6734  -6.7379  -0.8766
H  0.3546  -5.7333  0.1322
O  -1.4326  -1.6953  1.8294
C  -2.3379  -2.2624  1.2483
C  -3.4134  -1.6237  0.5015
C  -4.4948  -2.4240  0.1722
C  -5.6072  -1.8986  -0.4589
C  -5.6575  -0.5198  -0.7717
C  -4.6033  0.2841  -0.4785
C  -3.3872  -0.2169  0.1327
O  -2.3985  0.5281  0.2984
N  -6.7128  -2.7492  -0.7854
O  -7.7008  -2.2511  -1.3197
O  -6.6470  -3.9462  -0.5149
H  -2.4057  -3.3711  1.2843
H  -4.4740  -3.4793  0.4176
H  -6.5392  -0.1288  -1.2603
H  -4.6152  1.3384  -0.7303
C  -3.1789  4.3449  -4.3290
C  -3.3715  4.3380  -2.8337
C  -4.1623  5.3272  -2.2509
C  -4.3544  5.3902  -0.8766
C  -3.7536  4.4509  -0.0538
C  -2.9639  3.4558  -0.6183
C  -2.7681  3.3819  -1.9997
Sb  -1.4188  1.8260  -2.6212
C  -2.8572  0.6565  -3.7345
C  -4.2137  0.9858  -3.6808
C  -5.1835  0.1794  -4.2572
C  -4.8047  -0.9901  -4.9009
C  -3.4629  -1.3280  -4.9646
C  -2.4747  -0.5265  -4.3877
C  -1.0418  -0.9847  -4.5194
C  -0.3275  2.7612  -4.2485
C  -0.4163  2.0497  -5.4723
C  0.4351  2.0420  -6.6103
C  1.6876  2.5467  -6.6941
C  2.3860  3.2501  -5.5764
C  0.4524  3.8618  -3.9815
C  0.1532  4.7324  -2.7979
H  -3.9393  4.9654  -4.8083
H  -3.2356  3.3405  -4.7499
H  -2.1945  4.7348  -4.5978
H  -4.6337  6.0656  -2.8926
H  -4.9722  6.1748  -0.4538
H  -3.8916  4.4839  1.0209
H  -2.5114  2.7065  0.0244
H  -4.5249  1.8845  -3.1601
H  -6.2298  0.4543  -4.1863
H  -5.5509  -1.6404  -5.3429
H  -3.1618  -2.2434  -5.4662
H  -0.7667  -1.0712  -5.5739
H  -0.8992  -1.9517  -4.0379
H  -0.3266  -0.3088  -4.0525
H  -1.2855  1.4112  -5.5800
H  0.0492  1.5018  -7.4719
H  2.2369  2.4055  -7.6209
H  3.2453  3.7753  -6.0039
H  1.0562  5.2071  -2.4280
H  -0.3350  4.2136  -1.9733
H  -0.5201  5.5447  -3.1118